[1]
A 9-piece molecular cluster, C25H65N8O11 overall. Source: the Open Molecules 2025 dataset; level of theory: ωB97M-V/def2-TZVPD.

## Properties
- Charge: +7
- Largest force on an atom: 0.0797 hartree/bohr
- Electronic energy: -2254.0880 a.u.

```
109
C25H65N8O11 ωB97M-V/def2-TZVPD
H -9.194 14.207 -10.254
H -7.208 22.002 -12.185
H -7.388 17.536 -9.394
H -12.973 18.665 -15.995
H -9.262 14.922 -15.318
H -7.729 17.184 -7.597
N -2.353 16.128 -11.273
H -12.047 17.359 -9.139
C -10.381 18.478 -13.897
C -9.295 16.591 -8.865
C -9.185 13.166 -10.544
C -12.996 14.475 -17.054
O -7.658 15.334 -12.132
H -9.045 15.697 -16.896
O -10.240 20.823 -11.766
H -8.793 23.595 -11.680
H -4.247 19.824 -17.220
O -11.439 16.257 -16.749
C -7.813 12.761 -8.427
H -4.734 17.968 -12.124
N -10.047 17.579 -9.716
C -4.159 13.895 -13.872
H -7.570 20.002 -15.463
H -9.974 23.499 -9.488
C -8.104 12.932 -6.980
O -8.156 17.487 -12.044
H -10.153 23.384 -12.507
H -8.326 14.071 -16.516
H -9.878 18.477 -9.254
H -3.283 18.655 -11.283
O -6.794 13.041 -8.973
H -11.538 16.214 -10.488
H -10.814 24.521 -10.591
H -6.312 15.827 -13.508
H -10.138 12.751 -10.878
C -3.562 19.348 -16.517
C -7.553 16.526 -12.582
H -4.809 17.724 -16.095
C -9.365 21.634 -11.670
H -7.395 15.890 -8.485
C -9.169 14.744 -16.389
N -4.429 18.514 -15.573
H -12.552 20.465 -13.643
C -7.913 21.306 -11.731
C -3.467 14.233 -15.169
H -14.067 20.005 -14.037
H -9.744 12.379 -8.622
C -11.510 17.216 -10.072
H -3.619 13.469 -15.932
C -13.116 20.202 -14.539
H -10.852 18.793 -12.968
H -7.426 18.248 -15.281
H -5.249 11.015 -12.358
H -9.323 18.707 -13.978
H -3.858 18.036 -14.876
O -6.726 16.734 -13.672
H -9.064 13.437 -6.830
H -13.002 13.893 -17.979
H -7.788 20.316 -12.167
H -5.362 12.676 -11.708
H -2.377 14.292 -15.077
O -4.247 15.909 -9.943
H -6.777 19.018 -16.703
H -6.237 12.285 -13.257
C -7.822 16.882 -8.647
O -4.470 14.700 -13.042
H -2.885 18.626 -16.963
H -8.272 11.992 -6.440
H -2.163 16.577 -12.165
H -13.677 15.319 -17.098
H -7.616 21.236 -10.677
H -4.187 11.783 -14.307
H -3.338 12.220 -12.949
H -10.358 13.650 -17.781
H -0.320 16.266 -10.708
C -5.396 12.064 -12.607
C -10.537 23.479 -10.418
H -9.005 11.290 -9.523
H -3.792 15.227 -15.467
N -10.461 14.116 -16.873
H -8.475 12.893 -11.311
H -1.264 17.422 -9.870
H -13.283 20.948 -15.310
H -11.454 22.900 -10.455
H -4.755 18.251 -10.371
N -4.176 12.417 -13.506
H -10.724 13.391 -16.204
C -5.579 19.379 -14.994
H -11.883 17.881 -10.846
C -1.286 16.390 -10.218
H -9.522 17.700 -10.599
H -10.449 17.389 -13.812
H -13.162 13.805 -16.207
O -5.279 20.265 -14.281
N -8.974 12.288 -9.293
H -3.127 20.201 -16.001
H -7.294 13.437 -6.459
O -10.446 19.460 -16.096
C -3.742 16.583 -10.766
O -9.867 15.695 -8.341
C -11.009 19.015 -15.166
C -4.128 17.970 -11.218
C -6.920 19.147 -15.625
H -12.756 18.152 -14.474
H -2.363 15.121 -11.424
N -9.698 23.119 -11.627
N -12.541 18.924 -15.102
H -1.367 15.689 -9.391
C -11.622 15.089 -16.890
```


[2]
A 2-piece molecular cluster, C9H22N3O overall. Source: the Open Molecules 2025 dataset; level of theory: ωB97M-V/def2-TZVPD.

## Properties
- Charge: +1
- Largest force on an atom: 0.0850 hartree/bohr
- Electronic energy: -595.3275 a.u.

```
35
C9H22N3O ωB97M-V/def2-TZVPD
H 1.194 -1.715 -2.360
C 3.256 -0.962 2.066
N 0.660 1.349 -1.012
N 1.702 -0.175 0.487
O 3.281 -1.483 -0.390
H -0.270 -0.771 -3.010
H 0.101 -1.722 -0.083
H -4.565 -1.189 1.498
C 0.033 -1.494 -2.299
H -4.280 -1.103 -0.370
H 2.966 -0.300 2.803
C -4.546 -0.467 0.549
H -3.682 1.551 0.427
H 4.103 -1.887 -0.166
H 2.960 4.010 -0.355
C 2.730 -0.907 0.711
H -1.298 0.896 0.874
H 3.325 2.517 -0.558
H 1.384 2.086 -0.713
C -3.547 0.645 0.996
C -1.607 -0.268 -0.733
N 2.598 3.073 -0.152
C -0.189 -0.844 -0.843
H 3.126 -1.970 2.607
H -1.738 -0.674 1.195
H -2.104 -1.126 -1.244
H 0.012 1.536 -1.777
H -3.493 0.920 2.016
C 0.839 0.163 -0.477
H 2.500 2.930 0.830
C -2.088 0.231 0.704
H -5.479 0.039 0.482
H -1.843 0.673 -1.459
H 4.274 -1.048 2.183
H -0.316 -2.515 -2.430
```


[3]
A 4-piece molecular cluster, C6H17NO4 overall. Source: the Open Molecules 2025 dataset; level of theory: ωB97M-V/def2-TZVPD.

## Properties
- Largest force on an atom: 0.0783 hartree/bohr
- Electronic energy: -594.4759 a.u.

```
28
C6H17NO4 ωB97M-V/def2-TZVPD
O 3.492 0.691 -0.551
H -2.137 -2.732 -0.295
C -1.802 -1.970 0.418
C 0.533 0.765 0.588
H 0.948 -1.370 2.273
H 1.094 0.975 -2.124
H -0.330 1.210 -2.412
H 1.906 3.315 0.087
H -0.882 -0.743 -1.264
C -0.843 -2.269 1.526
H 1.293 0.906 1.354
H -2.237 0.836 -1.138
H 3.337 1.615 -0.563
C -2.213 0.525 -0.070
H -3.196 0.170 0.246
H -2.830 -1.552 0.875
H 2.949 0.156 -1.134
H -2.042 1.256 0.672
O 0.400 0.718 -2.736
H 1.198 -2.381 0.849
H 1.642 3.239 -1.469
O 0.165 1.643 -0.151
C -1.247 -0.647 -0.214
H -1.257 -1.941 2.520
N 0.118 -0.545 0.423
O 2.256 3.094 -0.775
H -0.804 -3.331 1.795
C 0.489 -1.632 1.268
```


[4]
One molecule with the formula C6H10O. Source: the Open Molecules 2025 dataset; level of theory: ωB97M-V/def2-TZVPD.

## Properties
- Largest force on an atom: 0.0102 hartree/bohr
- Electronic energy: -309.8110 a.u.

```
17
C6H10O ωB97M-V/def2-TZVPD
C 1.057 1.231 0.265
C 0.630 -0.004 1.106
H -0.225 0.263 1.737
C 0.743 1.126 -1.212
C -1.139 -1.258 -0.264
H 0.581 2.143 0.638
O -0.196 1.658 -1.752
C -1.994 -0.240 -0.241
H 0.401 -2.148 0.916
H -1.741 0.722 0.200
H 2.143 1.361 0.346
C 0.262 -1.254 0.295
H 1.446 -0.250 1.793
H -1.436 -2.185 -0.757
H 0.970 -1.379 -0.541
H 1.462 0.519 -1.806
H -2.964 -0.306 -0.725
```